# 1
The following is a DFT calculation (ωB97M-V/def2-TZVPD) of a molecular structure, C26H15Br4FeGeO6.

```
! wB97M-V def2-TZVPD RIJCOSX def2/J DEFGRID3
* xyz -1 5
Fe 0.482 2.164 -0.205
O 4.035 3.249 -1.308
C 2.855 3.132 -1.099
O 2.337 2.082 -0.452
C 1.760 4.183 -1.538
O 2.059 5.230 -2.062
O 0.551 3.787 -1.252
Br -3.594 2.026 5.263
C -2.938 1.978 3.493
C -3.763 1.573 2.449
Br -5.554 1.075 2.773
C -3.254 1.505 1.150
Br -4.296 0.941 -0.318
C -1.936 1.845 0.895
O -1.368 1.739 -0.305
C -1.093 2.259 1.955
O 0.172 2.474 1.653
C -1.609 2.320 3.245
Br -0.400 2.777 4.615
C 4.857 -2.083 -0.063
C 4.593 -1.133 -1.041
C 3.329 -0.575 -1.142
C 2.309 -0.956 -0.268
C 2.587 -1.916 0.703
C 3.854 -2.476 0.806
Ge 0.498 -0.255 -0.462
C -0.647 -0.934 0.956
C -1.839 -1.588 0.650
C -2.700 -1.998 1.658
C -2.383 -1.751 2.986
C -1.196 -1.107 3.305
C -0.335 -0.701 2.296
C -0.182 -0.713 -2.226
C 0.510 -1.641 -3.004
C 0.007 -2.043 -4.234
C -1.186 -1.514 -4.702
C -1.875 -0.581 -3.942
C -1.378 -0.179 -2.710
H 5.848 -2.513 0.022
H 5.376 -0.812 -1.715
H 3.147 0.179 -1.894
H 1.809 -2.242 1.382
H 4.054 -3.220 1.567
H -2.113 -1.762 -0.384
H -3.633 -2.485 1.404
H -3.071 -2.040 3.770
H -0.954 -0.888 4.338
H 0.567 -0.158 2.559
H 1.444 -2.057 -2.648
H 0.550 -2.768 -4.827
H -1.576 -1.826 -5.663
H -2.803 -0.159 -4.308
H -1.916 0.553 -2.123
*
```

HOMO energy (alpha / beta) = -5.47 / -5.58 eV
LUMO level (alpha / beta) = 0.0387 / 0.0625 Ha
ΔE to the lowest compared entry with this formula, charge and spin = 123.8 kJ/mol
orbital gap (alpha / beta) = 0.240 / 0.268 Ha

# 2
The following is a DFT calculation (ωB97M-V/def2-TZVPD) of a molecular structure, C19H20BN8OPdS4.

```
! wB97M-V def2-TZVPD RIJCOSX def2/J DEFGRID3
* xyz 0 2
Pd -0.141 0.871 1.539
C -0.829 -2.357 3.106
C -0.650 -2.365 1.628
C -0.544 -3.449 0.749
C -0.400 -2.885 -0.496
N -0.416 -1.549 -0.359
N -0.585 -1.232 0.936
B -0.374 -0.415 -1.407
N 0.921 0.430 -1.281
C 1.951 0.600 -2.123
C 2.806 1.528 -1.582
C 2.217 1.902 -0.371
C 2.685 2.890 0.640
N 1.074 1.238 -0.218
N -1.576 0.562 -1.074
C -2.645 0.939 -1.788
C -3.412 1.809 -1.054
C -2.743 1.944 0.160
C -3.102 2.759 1.351
N -1.652 1.199 0.134
N -0.364 -1.065 -2.791
C -1.142 -1.058 -3.895
C -0.573 -1.879 -4.836
C 0.587 -2.369 -4.221
C 1.608 -3.309 -4.769
N 0.705 -1.880 -3.002
H -1.367 -3.246 3.430
H -1.389 -1.471 3.416
H 0.134 -2.340 3.616
H -0.582 -4.492 0.990
H -0.290 -3.339 -1.460
H 2.003 0.056 -3.045
H 3.717 1.899 -2.007
H 3.272 3.671 0.161
H 3.307 2.412 1.395
H 1.831 3.346 1.148
H -2.822 0.580 -2.779
H -4.326 2.280 -1.353
H -4.030 3.299 1.172
H -2.318 3.486 1.576
H -3.236 2.126 2.230
H -2.047 -0.494 -3.981
H -0.942 -2.091 -5.821
H 1.350 -3.607 -5.782
H 1.680 -4.204 -4.155
H 2.592 -2.844 -4.789
O 2.306 2.003 7.802
C 1.863 1.799 6.717
S 2.705 0.805 5.496
C 1.506 0.994 4.251
C 0.419 1.766 4.536
S -0.779 2.049 3.387
S 0.331 2.472 6.127
S 1.703 0.224 2.744
*
```

HOMO energy (alpha / beta) = -7.62 / -8.31 eV
LUMO level (alpha / beta) = -0.0289 / -0.0748 Ha
ΔE to the lowest compared entry with this formula, charge and spin = 103.9 kJ/mol
orbital gap (alpha / beta) = 0.251 / 0.230 Ha

# 3
The following is a DFT calculation (ωB97M-V/def2-TZVPD) of a molecular structure, C19H38FeN6O.

```
! wB97M-V def2-TZVPD RIJCOSX def2/J DEFGRID3
* xyz 2 5
Fe -0.037 0.158 0.001
N -1.913 -1.095 -0.672
C -2.684 -1.688 0.441
C -1.742 -2.106 1.550
N -0.888 -1.003 2.002
C -1.654 0.007 2.750
C -0.864 1.293 2.865
N -0.491 1.770 1.514
C 0.218 -1.514 2.846
C 1.558 -1.489 2.130
N 1.755 -0.176 1.493
H -2.542 -0.620 -1.311
H -1.473 -1.837 -1.206
H -3.251 -2.566 0.126
H -3.411 -0.957 0.792
H -1.077 -2.882 1.162
H -2.310 -2.537 2.383
H -1.914 -0.360 3.748
H -2.581 0.217 2.219
H 0.043 1.123 3.446
H -1.463 2.022 3.413
H 0.305 2.395 1.584
H -1.243 2.339 1.137
H 0.016 -2.537 3.172
H 0.282 -0.916 3.757
H 1.573 -2.240 1.344
H 2.346 -1.732 2.845
H 2.605 -0.178 0.938
H 1.878 0.536 2.205
O 1.780 0.903 -1.198
C 1.930 2.338 -1.220
C 1.325 2.987 -2.469
C 0.138 2.226 -3.081
C -1.178 2.446 -2.389
C -2.103 3.341 -2.925
C -3.346 3.481 -2.343
C -3.642 2.719 -1.220
C -2.668 1.877 -0.734
N -1.450 1.733 -1.284
H 2.111 0.555 -2.035
H 2.990 2.586 -1.153
H 1.444 2.687 -0.314
H 2.096 3.084 -3.234
H 1.022 4.002 -2.207
H 0.331 1.153 -3.082
H 0.041 2.531 -4.122
H -1.840 3.910 -3.806
H -4.080 4.154 -2.765
H -4.608 2.779 -0.738
H -2.865 1.275 0.145
C 2.404 -4.806 -0.433
C 1.807 -4.117 -1.672
C 0.653 -4.949 -2.249
C 2.893 -3.882 -2.734
C 1.282 -2.812 -1.250
N 0.879 -1.792 -0.904
H 2.824 -5.763 -0.740
H 1.642 -4.995 0.323
H 3.204 -4.209 0.006
H 1.049 -5.911 -2.571
H 0.199 -4.461 -3.111
H -0.118 -5.134 -1.499
H 3.292 -4.847 -3.042
H 3.713 -3.284 -2.335
H 2.487 -3.382 -3.614
*
```

HOMO energy (alpha / beta) = -15.07 / -14.75 eV
LUMO level (alpha / beta) = -0.1767 / -0.1893 Ha
ΔE to the lowest compared entry with this formula, charge and spin = 0.0 kJ/mol
orbital gap (alpha / beta) = 0.377 / 0.353 Ha

# 4
The following is a DFT calculation (ωB97M-V/def2-TZVPD) of a single C20H23FN2O4S molecule.

```
! wB97M-V def2-TZVPD RIJCOSX def2/J DEFGRID3
* xyz 0 1
O 1.194 3.965 1.392
C 0.449 3.190 0.821
N 0.916 2.182 0.046
C 0.058 1.244 -0.643
H 0.690 0.656 -1.307
C -0.687 0.305 0.317
N -1.844 0.895 0.951
S -3.205 0.942 -0.038
O -4.226 1.642 0.679
O -2.888 1.386 -1.370
C -3.610 -0.801 -0.093
C -3.528 -1.499 -1.282
C -3.849 -2.847 -1.297
C -4.246 -3.474 -0.126
C -4.327 -2.761 1.061
C -4.006 -1.414 1.079
H -4.066 -0.825 1.980
H -4.642 -3.254 1.968
H -4.498 -4.524 -0.139
H -3.792 -3.406 -2.219
H -3.224 -0.973 -2.174
C -1.627 2.082 1.749
H -2.610 2.344 2.145
C -1.059 3.279 0.974
H -1.556 3.348 0.006
H -1.262 4.193 1.535
H -0.966 1.820 2.581
H -1.050 -0.564 -0.235
H -0.006 -0.041 1.102
H -0.680 1.767 -1.257
C 2.346 1.961 -0.020
C 2.904 2.043 -1.448
O 2.733 0.880 -2.231
C 3.672 -0.154 -2.013
C 3.331 -1.049 -0.844
C 4.209 -1.200 0.221
C 3.847 -2.013 1.279
C 2.633 -2.674 1.319
C 1.765 -2.520 0.250
C 2.115 -1.723 -0.825
H 1.442 -1.615 -1.662
H 0.815 -3.032 0.256
H 2.386 -3.294 2.166
F 4.705 -2.159 2.308
H 5.163 -0.695 0.239
H 4.678 0.267 -1.886
H 3.654 -0.747 -2.934
H 2.382 2.835 -1.992
H 3.972 2.298 -1.397
H 2.802 2.748 0.585
H 2.589 0.986 0.417
*
```

SMILES = O=C1CCN(S(=O)(=O)c2ccccc2)CCN1CCOCc1cccc(F)c1
HOMO energy = -8.92 eV
LUMO level = 0.0153 Ha
ΔE to the lowest compared entry with this formula, charge and spin = 57.0 kJ/mol
orbital gap = 0.343 Ha

# 5
The following is a DFT calculation (ωB97M-V/def2-TZVPD) of 5 unconnected molecules or ions with the total composition CH14NO4.

```
! wB97M-V def2-TZVPD RIJCOSX def2/J DEFGRID3
* xyz 1 1
C -0.005 -3.521 -0.603
N -0.089 -2.160 0.108
H -0.154 -4.289 0.152
H 1.034 -3.664 -0.877
H -0.778 -3.524 -1.356
H -0.698 -1.411 -0.224
H 0.123 -2.106 1.100
H 0.793 -1.745 -0.207
H 2.737 1.273 2.357
H 2.065 2.639 2.555
O 2.091 1.870 1.971
H 3.312 3.401 -2.431
H 3.002 3.686 -0.981
O 2.657 3.172 -1.729
H -4.759 1.429 -0.396
H -6.207 1.361 -0.711
O -5.378 1.012 -1.017
H -0.417 1.158 0.261
H 0.651 0.977 1.263
O 0.020 0.442 0.766
*
```

HOMO energy = -13.70 eV
LUMO level = -0.1228 Ha
ΔE to the lowest compared entry with this formula, charge and spin = 181.6 kJ/mol
orbital gap = 0.381 Ha

# 6
The following is a DFT calculation (ωB97M-V/def2-TZVPD) of 13 unconnected molecules or ions with the total composition C55H63B2N8O19.

```
! wB97M-V def2-TZVPD RIJCOSX def2/J DEFGRID3
* xyz -1 1
N -4.591 -1.326 1.231
H -4.094 -0.487 1.654
H -4.774 -1.259 0.225
H -5.471 -1.414 1.737
H -4.052 -2.164 1.456
O 0.237 -2.887 -0.326
C 0.223 -1.692 -0.277
O 1.227 -0.860 -0.442
B 0.798 0.515 -0.075
O -0.662 0.425 -0.007
C -1.059 -0.841 -0.054
O -2.184 -1.233 -0.004
O 1.256 1.555 -0.992
C 2.103 2.369 -0.367
O 2.633 3.334 -0.826
C 2.265 1.833 1.076
O 1.390 0.858 1.242
O 3.105 2.187 1.851
O -5.761 0.868 -4.199
C -6.022 -0.024 -3.453
O -7.193 -0.654 -3.349
B -7.217 -1.501 -2.162
O -5.849 -1.322 -1.541
C -5.121 -0.528 -2.313
O -4.004 -0.168 -2.066
O -7.393 -2.942 -2.451
C -8.437 -3.408 -1.779
O -8.835 -4.535 -1.770
C -9.032 -2.232 -0.970
O -8.272 -1.159 -1.215
O -10.021 -2.238 -0.307
C 1.085 -4.432 -5.196
C 1.641 -3.968 -3.841
C 0.730 -4.716 -2.860
O 0.350 -5.924 -3.475
C 0.314 -5.727 -4.898
H 1.783 -4.563 -6.018
H 0.338 -3.704 -5.527
H 1.530 -2.904 -3.660
H 2.657 -4.356 -3.763
H -0.139 -4.098 -2.602
H 1.241 -4.896 -1.913
H -0.747 -5.716 -5.173
H 0.728 -6.622 -5.370
C -2.352 -4.502 4.062
C -1.096 -3.866 3.429
C -1.436 -2.381 3.394
O -2.849 -2.317 3.243
C -3.389 -3.363 4.040
H -2.078 -4.882 5.041
H -2.699 -5.307 3.415
H -0.842 -4.283 2.456
H -0.192 -3.958 4.037
H -0.945 -1.804 2.614
H -1.203 -1.920 4.364
H -4.368 -3.638 3.650
H -3.563 -3.010 5.067
C 3.083 -3.960 2.795
C 2.765 -2.657 2.081
C 4.152 -1.979 1.957
O 5.130 -2.981 2.251
C 4.492 -4.252 2.267
H 2.443 -4.798 2.512
H 3.158 -3.863 3.877
H 2.066 -2.012 2.620
H 2.320 -2.820 1.101
H 4.259 -1.192 2.704
H 4.302 -1.641 0.930
H 5.049 -4.902 2.942
H 4.478 -4.701 1.267
N 3.708 5.049 -6.210
C 2.526 5.491 -5.803
C 2.106 5.496 -4.480
C 2.894 4.848 -3.530
C 3.983 4.143 -4.011
C 4.338 4.265 -5.346
H 1.918 6.023 -6.530
H 1.121 5.876 -4.248
H 2.553 4.887 -2.508
H 4.502 3.457 -3.352
H 5.242 3.756 -5.667
N -3.446 1.076 2.110
C -2.981 1.692 1.026
C -2.251 2.870 1.046
C -1.914 3.378 2.280
C -2.352 2.716 3.435
C -3.156 1.613 3.305
H -3.329 1.231 0.106
H -1.894 3.327 0.134
H -1.254 4.221 2.453
H -2.220 3.217 4.386
H -3.614 1.146 4.170
N 4.598 1.665 5.892
C 3.733 1.215 4.982
C 2.588 0.531 5.337
C 2.333 0.247 6.681
C 3.201 0.755 7.613
C 4.302 1.484 7.179
H 4.008 1.414 3.954
H 1.888 0.172 4.591
H 1.410 -0.289 6.857
H 3.123 0.516 8.668
H 5.006 1.972 7.843
N -3.359 3.559 -4.051
C -2.804 2.604 -3.296
C -1.642 2.727 -2.554
C -1.049 3.981 -2.501
C -1.601 4.995 -3.255
C -2.741 4.729 -4.012
H -3.286 1.632 -3.304
H -1.331 1.880 -1.958
H -0.155 4.159 -1.912
H -1.106 5.956 -3.286
H -3.108 5.561 -4.610
N -3.950 -3.990 -0.191
C -4.597 -4.513 -1.226
C -4.008 -5.352 -2.156
C -2.665 -5.678 -1.984
C -2.002 -5.158 -0.892
C -2.646 -4.258 -0.054
H -5.650 -4.288 -1.323
H -4.630 -5.799 -2.919
H -2.167 -6.378 -2.643
H -0.987 -5.490 -0.712
H -2.235 -3.829 0.849
N 8.239 0.197 0.404
C 8.580 1.466 0.217
C 7.762 2.560 0.477
C 6.496 2.321 0.995
C 6.189 1.019 1.334
C 7.107 0.015 1.093
H 9.508 1.613 -0.331
H 8.100 3.537 0.162
H 5.804 3.152 1.046
H 5.210 0.728 1.690
H 6.876 -1.017 1.337
N 1.841 8.039 -1.070
C 2.129 7.003 -0.295
C 1.194 6.079 0.165
C -0.114 6.281 -0.206
C -0.437 7.345 -1.035
C 0.571 8.212 -1.420
H 3.166 6.891 0.007
H 1.537 5.263 0.786
H -0.957 5.684 0.128
H -1.470 7.487 -1.324
H 0.328 9.163 -1.883
*
```

HOMO energy = -7.68 eV
LUMO level = 0.0573 Ha
orbital gap = 0.340 Ha

# 7
The following is a DFT calculation (ωB97M-V/def2-TZVPD) of a molecular structure, C28H57BN5NiP2.

```
! wB97M-V def2-TZVPD RIJCOSX def2/J DEFGRID3
* xyz 1 1
Ni 0.213 0.275 0.319
N 1.813 1.644 -0.587
C 2.841 1.320 -1.598
C 3.852 0.329 -1.034
N 3.261 -0.913 -0.584
C 2.871 -1.813 -1.660
C 1.609 -2.556 -1.264
N 0.512 -1.587 -1.054
H 2.248 2.164 0.168
H 1.145 2.281 -0.994
H 2.328 0.899 -2.466
H 3.371 2.215 -1.939
H 4.608 0.105 -1.789
H 4.385 0.798 -0.203
H 2.417 -0.721 -0.057
H 2.676 -1.269 -2.597
H 3.667 -2.529 -1.874
H 1.365 -3.305 -2.020
H 1.774 -3.080 -0.322
H 0.309 -1.142 -1.940
H -0.331 -2.084 -0.796
C -0.376 0.001 -4.074
C -1.716 0.244 -3.367
C -2.334 -1.115 -2.994
C -2.682 0.939 -4.330
P -1.387 1.197 -1.782
C -3.032 1.227 -0.957
N -2.760 1.082 0.446
B -1.524 0.679 1.077
N -1.854 0.688 2.475
C -0.948 0.179 3.454
P 0.572 -0.140 2.447
C 1.801 1.064 3.183
C 1.251 2.464 2.869
C 1.979 0.923 4.698
C 3.175 0.911 2.526
C 0.963 -1.914 2.967
C 2.364 -2.356 2.541
C -0.092 -2.783 2.266
C 0.850 -2.166 4.479
C -3.181 1.046 2.677
C -3.931 1.169 3.833
C -5.261 1.559 3.706
C -5.818 1.812 2.457
C -5.065 1.681 1.293
C -3.742 1.295 1.418
C -1.171 3.032 -2.176
C -1.043 3.701 -0.792
C -2.332 3.731 -2.898
C 0.084 3.265 -3.034
H -0.532 -0.634 -4.949
H 0.350 -0.505 -3.430
H 0.079 0.929 -4.418
H -2.367 -1.733 -3.894
H -3.357 -1.021 -2.634
H -1.767 -1.662 -2.243
H -2.988 0.223 -5.098
H -2.219 1.781 -4.841
H -3.586 1.290 -3.828
H -3.667 0.422 -1.332
H -3.557 2.164 -1.146
H -1.319 -0.751 3.886
H -0.760 0.874 4.275
H 0.358 2.697 3.449
H 0.995 2.568 1.812
H 2.012 3.208 3.120
H 1.036 0.857 5.242
H 2.509 1.805 5.066
H 2.586 0.055 4.948
H 3.148 1.156 1.467
H 3.580 -0.095 2.618
H 3.875 1.598 3.009
H 2.600 -2.149 1.501
H 2.449 -3.435 2.697
H 3.134 -1.886 3.152
H -0.055 -2.652 1.191
H -1.107 -2.555 2.600
H 0.102 -3.833 2.496
H 1.695 -1.761 5.030
H 0.852 -3.247 4.637
H -0.065 -1.780 4.924
H -3.499 0.970 4.806
H -5.871 1.665 4.593
H -6.855 2.111 2.386
H -5.513 1.866 0.325
H -2.010 3.733 -0.286
H -0.700 4.730 -0.920
H -0.358 3.187 -0.114
H -3.304 3.542 -2.445
H -2.385 3.469 -3.952
H -2.157 4.809 -2.842
H 0.942 2.649 -2.770
H 0.391 4.312 -2.961
H -0.132 3.066 -4.084
*
```

HOMO energy (alpha / beta) = -10.06 / -10.06 eV
LUMO level (alpha / beta) = -0.0789 / -0.0788 Ha
orbital gap (alpha / beta) = 0.291 / 0.291 Ha